{"formula": "C19H23N3O5S2", "method": "ωB97M-V/def2-TZVPD", "species": ["C", "C", "C", "C", "N", "C", "O", "N", "S", "O", "O", "C", "C", "C", "C", "N", "C", "O", "C", "C", "C", "O", "C", "C", "C", "C", "S", "C", "C", "H", "H", "H", "H", "H", "H", "H", "H", "H", "H", "H", "H", "H", "H", "H", "H", "H", "H", "H", "H", "H", "H", "H"], "xyz": [[-4.24126, -4.11407, 0.02132], [-3.25266, -2.95365, 0.04595], [-3.36799, -2.09787, 1.31018], [-4.66467, -1.28802, 1.39040], [-4.74345, -0.28788, 0.35165], [-4.62878, 1.02359, 0.60404], [-4.61228, 1.53878, 1.69905], [-4.57715, 1.79647, -0.57220], [-3.59397, 1.40019, -1.87675], [-3.77872, 2.43617, -2.84187], [-3.88870, 0.04261, -2.24754], [-1.96166, 1.48422, -1.17382], [-1.30102, 0.32204, -0.82408], [-0.06803, 0.40412, -0.21011], [0.50580, 1.65152, 0.05703], [1.73751, 1.66452, 0.69255], [2.53991, 2.72730, 0.98443], [2.29172, 3.88196, 0.72258], [3.82465, 2.30911, 1.69093], [4.84862, 1.70007, 0.72630], [4.61018, 0.23870, 0.41362], [3.62387, -0.37168, 0.79136], [5.63974, -0.41718, -0.37235], [5.62609, -1.72875, -0.79046], [6.75756, -2.07734, -1.54076], [7.62358, -1.03424, -1.69013], [7.07771, 0.38993, -0.92043], [-0.17182, 2.81617, -0.31212], [-1.40644, 2.72499, -0.92491], [-5.26631, -3.75614, -0.02007], [-4.06803, -4.73564, -0.85388], [-4.12714, -4.73267, 0.90931], [-3.40471, -2.33463, -0.84078], [-2.23798, -3.35699, -0.00302], [-2.52713, -1.40158, 1.35526], [-3.31337, -2.74626, 2.18713], [-5.53170, -1.94948, 1.31405], [-4.71238, -0.75504, 2.34273], [-4.68361, -0.57934, -0.61577], [-4.60673, 2.78952, -0.39509], [-1.75492, -0.62872, -1.05019], [0.46402, -0.49406, 0.06763], [2.13166, 0.74637, 0.90058], [3.59478, 1.59119, 2.48034], [4.25005, 3.20700, 2.13945], [4.85584, 2.25602, -0.21545], [5.85018, 1.78838, 1.15491], [4.81891, -2.39755, -0.55242], [6.92817, -3.05489, -1.95355], [8.55956, -1.02303, -2.21360], [0.27546, 3.77580, -0.11369], [-1.94300, 3.61000, -1.22776]], "energy_ha": -2074.71734, "homo_energy_ha": -0.3277, "gap_ev": 8.29, "mol_weight_g_mol": 437.54}

=====

{"formula": "C19H23N5O", "method": "ωB97M-V/def2-TZVPD", "species": ["C", "C", "C", "C", "C", "C", "C", "H", "H", "H", "C", "H", "H", "C", "N", "C", "O", "C", "H", "H", "C", "C", "C", "N", "N", "C", "N", "C", "N", "C", "C", "H", "H", "H", "H", "C", "H", "H", "H", "H", "H", "H", "H", "H", "H", "H", "H", "H"], "xyz": [[3.36955, -1.16957, 2.60302], [1.99067, -1.54504, 2.45674], [1.64069, -2.78656, 1.74936], [0.43895, -3.27955, 1.76257], [-0.39112, -2.47979, 2.32959], [-0.28468, -1.39501, 3.07587], [0.97310, -0.96087, 3.27574], [1.29063, -0.03370, 3.45662], [-1.04559, -0.85592, 3.33048], [-1.60577, -2.86108, 2.26886], [-0.01003, -4.75820, 0.94222], [-0.90353, -5.00337, 1.05358], [0.88527, -5.34659, 1.48697], [0.36345, -4.49865, -0.48999], [-0.06567, -3.31831, -1.10592], [0.47862, -2.24818, -1.20757], [1.79329, -2.03900, -1.15231], [-0.33933, -1.01901, -1.63583], [-1.23734, -1.28325, -2.46861], [0.18317, -0.40373, -2.30262], [-0.67944, -0.29365, -0.50678], [-0.80233, 1.08828, -0.57926], [-1.85909, 1.91278, -1.11983], [-1.69510, 3.21284, -1.15799], [-2.35299, 4.13777, -1.93375], [-1.73126, 5.38809, -1.71452], [-0.31076, 5.27221, -1.19005], [-0.39746, 3.85367, -1.18702], [0.69730, 3.13289, -0.52777], [0.54323, 1.94693, -0.39970], [1.75716, 1.11673, -0.11802], [2.75912, 1.81123, -0.08770], [1.94439, 0.30150, -0.65893], [1.74995, 0.83222, 1.08677], [-2.07397, 6.26743, -1.88654], [-3.27989, 1.38273, -1.48221], [-2.96022, 0.66085, -2.23886], [-3.76532, 1.02120, -0.28443], [-3.77472, 2.20765, -1.73913], [-1.89740, -0.68837, -0.17655], [-0.20576, -0.43318, 0.49672], [-1.35918, -3.42087, -0.84628], [1.55792, -4.41378, -0.50378], [0.21320, -5.35720, -0.86802], [2.56887, -3.59828, 1.40121], [4.06932, -1.77438, 3.07063], [3.53619, -0.13736, 3.14525], [3.86767, -0.92737, 1.63206]], "energy_ha": -1086.26741, "homo_energy_ha": -0.3179, "gap_ev": 8.51, "mol_weight_g_mol": 337.43}

=====

{"formula": "C19H23N5O2", "method": "ωB97M-V/def2-TZVPD", "species": ["C", "N", "C", "C", "C", "C", "C", "C", "C", "N", "N", "C", "C", "O", "C", "C", "C", "C", "N", "C", "C", "C", "N", "C", "C", "O", "H", "H", "H", "H", "H", "H", "H", "H", "H", "H", "H", "H", "H", "H", "H", "H", "H", "H", "H", "H", "H", "H", "H"], "xyz": [[-0.88358, 3.36130, -1.85686], [-0.06867, 2.13505, -1.88019], [-0.25838, 1.21814, -0.84117], [0.51733, 0.09029, -0.70562], [0.34532, -0.89101, 0.40708], [-0.79243, -1.94353, 0.09759], [-0.73673, -3.26560, 0.88468], [0.36057, -4.25055, 0.41452], [1.22396, -4.57659, 1.39592], [0.88503, -3.83998, 2.51758], [-0.35268, -3.15429, 2.31581], [-0.77100, -1.99736, 3.15108], [-2.26292, -1.59087, 3.09439], [-3.17370, -2.21634, 2.50712], [-2.77500, -0.49041, 3.98885], [-1.89115, 0.72952, 3.81454], [-0.38470, 0.37263, 3.92276], [0.08292, -0.71298, 2.91729], [-0.00963, -0.09852, 1.57990], [1.56588, -0.16373, -1.68048], [2.48365, -1.26588, -1.83656], [3.18311, -1.08318, -3.00243], [2.75139, 0.12026, -3.56458], [1.70908, 0.65345, -2.79328], [0.86002, 1.88249, -2.85718], [1.00589, 2.62287, -3.83031], [-0.30982, 4.22058, -1.51249], [-1.25186, 3.67110, -2.82314], [-1.73179, 3.24495, -1.19362], [-1.00505, 1.43003, -0.08686], [1.29287, -1.40821, 0.62774], [-1.75879, -1.45808, 0.24556], [-0.68627, -2.11802, -0.95556], [-1.68221, -3.74135, 0.80960], [0.42819, -4.61293, -0.58045], [2.07791, -5.21854, 1.23779], [1.24772, -4.09802, 3.45404], [-0.58088, -2.31474, 4.18981], [-2.69263, -0.78824, 5.03486], [-3.81117, -0.23079, 3.77464], [-2.14413, 1.50147, 4.55389], [-2.13709, 1.15082, 2.84394], [-0.15173, 0.03564, 4.93390], [0.17746, 1.29056, 3.78726], [1.13402, -0.92274, 3.13935], [0.47916, 0.81393, 1.57025], [2.56503, -2.07002, -1.13386], [3.99548, -1.74222, -3.37099], [3.11018, 0.50273, -4.42808]], "energy_ha": -1161.98720, "homo_energy_ha": -0.2476, "gap_ev": 7.28, "mol_weight_g_mol": 353.43}

=====

{"formula": "C19H23NPSn", "method": "ωB97M-V/def2-TZVPD", "species": ["C", "Sn", "N", "H", "H", "H", "H", "H", "H", "H", "H", "C", "C", "C", "C", "C", "C", "P", "C", "C", "C", "C", "C", "C", "C", "C", "C", "C", "C", "C", "H", "H", "H", "H", "H", "H", "H", "H", "H", "H", "H", "H", "H", "H", "H"], "xyz": [[3.00736, 0.57910, 1.08966], [-0.98607, -0.61552, -1.47245], [0.13316, -2.55419, 0.32811], [-0.32404, 0.67084, -2.26909], [2.39035, 0.90729, 1.88757], [3.65207, 1.31653, 0.68292], [2.34392, 0.11752, 0.28454], [3.49820, -0.27668, 1.51988], [-0.08114, -3.26242, -0.36506], [-0.31520, -2.86152, 1.20487], [1.12989, -2.61742, 0.52539], [-6.60419, 0.01562, 2.98987], [-5.76604, -1.10077, 2.80875], [-4.54017, -0.95972, 2.12932], [-4.15236, 0.29111, 1.58894], [-4.99368, 1.39920, 1.81065], [-6.21995, 1.26042, 2.49664], [-2.64942, 0.30484, 0.40872], [-3.58873, -0.39523, -1.05582], [-3.04936, -1.64518, -1.67062], [-3.53899, -2.01156, -2.94825], [-4.60396, -1.32073, -3.50281], [-5.12743, -0.17836, -2.88977], [-4.59526, 0.32519, -1.69888], [-2.48194, 2.15954, 0.23678], [-2.41365, 2.72615, -1.04082], [-2.14316, 4.08029, -1.19944], [-1.85995, 4.87570, -0.08298], [-1.87050, 4.31162, 1.19584], [-2.16379, 2.96042, 1.36006], [-7.56495, -0.11320, 3.48675], [-6.06107, -2.07497, 3.19290], [-3.88750, -1.82155, 1.95284], [-4.72929, 2.37491, 1.39445], [-6.86427, 2.13315, 2.63179], [-2.32132, -2.39268, -1.20136], [-3.06737, -2.86823, -3.41256], [-5.04694, -1.73813, -4.40748], [-5.96510, 0.33438, -3.34982], [-5.00088, 1.26541, -1.26506], [-2.53305, 2.09427, -1.93561], [-2.12215, 4.53477, -2.19240], [-1.65887, 5.93832, -0.19695], [-1.64331, 4.91368, 2.07074], [-2.15528, 2.49149, 2.34578]], "energy_ha": -1348.03851, "charge": -1, "homo_energy_ha": [-0.0416, -0.0416], "gap_ev": [4.15, 4.15], "mol_weight_g_mol": 415.08}

=====

{"formula": "C19H24BN2", "method": "ωB97M-V/def2-TZVPD", "species": ["C", "C", "C", "C", "C", "C", "C", "C", "C", "C", "C", "C", "C", "C", "H", "H", "H", "H", "H", "H", "H", "H", "H", "H", "H", "H", "H", "H", "B", "H", "H", "C", "N", "C", "C", "C", "N", "C", "H", "H", "H", "H", "H", "H", "H", "H"], "xyz": [[-4.76901, 0.67021, 5.10091], [-3.36569, 0.84579, 5.61247], [-3.14378, 1.62272, 6.75605], [-1.87156, 1.82179, 7.26044], [-0.73875, 1.21271, 6.68295], [0.58629, 1.39181, 7.48911], [1.75736, 1.21795, 6.56694], [2.69040, 2.20932, 6.27612], [3.89975, 1.85715, 5.70835], [4.16484, 0.53465, 5.33551], [3.17181, -0.44929, 5.50497], [1.94778, -0.08291, 6.08037], [-0.95647, 0.59816, 5.43365], [-2.23379, 0.36815, 4.93753], [-4.85628, -0.10972, 4.34576], [-5.47462, 0.44568, 5.89787], [-5.13547, 1.59722, 4.64142], [-4.01136, 2.11044, 7.23729], [-1.73595, 2.46677, 8.13671], [0.54603, 2.37659, 7.90623], [2.44796, 3.24628, 6.51141], [4.68300, 2.60506, 5.52812], [5.11144, 0.23514, 4.89770], [3.29644, -1.49377, 5.20119], [1.12543, -0.80156, 6.19676], [-0.13767, 0.27663, 4.79291], [-2.36812, -0.14063, 3.98296], [0.86533, 0.64583, 8.43054], [0.94134, -0.47254, 9.57926], [-0.09674, -0.32202, 10.14027], [0.72550, -1.45214, 8.92564], [2.19682, -0.51441, 10.42572], [2.40357, -1.29752, 11.53504], [1.52448, -2.26081, 12.14278], [3.63979, -1.06474, 12.09011], [4.25324, -0.12464, 11.29655], [3.36348, 0.19119, 10.29626], [3.64273, 1.10317, 9.22129], [2.04424, -2.69851, 12.99592], [0.60684, -1.78263, 12.49287], [1.26185, -3.05833, 11.44243], [4.02224, -1.53094, 12.96925], [5.23589, 0.32700, 11.39166], [4.58740, 1.63940, 9.39179], [3.71921, 0.54567, 8.27483], [2.82350, 1.83329, 9.15127]], "energy_ha": -872.47492, "charge": 1, "homo_energy_ha": -0.4199, "gap_ev": 7.30, "mol_weight_g_mol": 291.23}

=====

{"formula": "C19H24BrNSiTl", "method": "ωB97M-V/def2-TZVPD", "species": ["C", "C", "C", "H", "C", "C", "H", "H", "H", "H", "Tl", "Br", "C", "C", "C", "H", "C", "C", "H", "H", "H", "H", "C", "Si", "C", "C", "N", "C", "C", "C", "C", "C", "C", "H", "H", "H", "H", "H", "H", "H", "H", "H", "H", "H", "H", "H", "H"], "xyz": [[-3.08904, -1.03195, -1.38862], [-2.91908, -1.52681, -0.05293], [-3.04481, -0.43049, 0.85648], [-2.86790, -2.58623, 0.24236], [-3.23077, 0.76809, 0.09620], [-3.25713, 0.40636, -1.30850], [-3.46972, 1.09003, -2.14408], [-3.16097, -1.63525, -2.31447], [-3.12328, -0.52489, 1.96190], [-3.40092, 1.78430, 0.48938], [-0.43760, 0.69378, -1.36038], [0.40892, -1.40386, -2.93605], [1.73161, 0.55556, -5.39347], [0.62939, 1.34578, -5.81682], [-0.37096, 0.46177, -6.34463], [0.56329, 2.42761, -5.77107], [0.12331, -0.86566, -6.24649], [1.41459, -0.81662, -5.63401], [2.04829, -1.67113, -5.41297], [2.64589, 0.90757, -4.92556], [-1.32643, 0.75437, -6.76663], [-0.39372, -1.77706, -6.53244], [-1.82472, 2.09279, 2.78525], [-0.44603, 0.83817, 3.12034], [1.10479, 1.86517, 3.50870], [-1.03598, -0.28655, 4.51588], [0.11890, -0.05760, 1.71393], [1.32315, -0.65872, 1.64456], [2.23786, -0.36291, 0.56722], [3.56480, -0.76659, 0.56020], [4.05562, -1.51372, 1.62691], [3.19089, -1.94020, 2.66366], [1.84358, -1.59130, 2.62442], [-1.80785, 2.71868, 3.70061], [-2.83966, 1.66955, 2.68184], [-1.61711, 2.73563, 1.91044], [0.88927, 2.51754, 4.37276], [1.96138, 1.19700, 3.71024], [1.35398, 2.45673, 2.60390], [-1.93082, -0.87950, 4.24020], [-0.23966, -0.98627, 4.82375], [-1.28355, 0.39128, 5.35694], [1.90812, 0.27435, -0.24610], [4.15741, -0.42580, -0.30275], [5.09301, -1.75661, 1.62289], [3.59437, -2.51142, 3.50539], [1.15532, -1.94496, 3.39163]], "energy_ha": -3829.10452, "charge": -1, "homo_energy_ha": [-0.1308, -0.1297], "gap_ev": [4.90, 4.42], "mol_weight_g_mol": 578.78}